Formula: C7H12O
Source: the OMol25 dataset
Level of theory: ωB97M-V/def2-TZVPD

Bonds (Å) are listed after each position.
Geometry (Å):
1 C 1.44 1.25 0.74  C2 1.331, H8 1.091, H9 1.081
2 C 0.62 0.26 1.09  C1 1.331, C3 1.485, H10 1.086
3 C -0.16 -0.51 0.09  C2 1.485, C4 1.323, C5 1.498
4 C 0.11 -1.75 -0.30  C3 1.323, H11 1.088, H12 1.093
5 C -1.26 0.27 -0.56  C3 1.498, C6 1.325, C7 1.504
6 C -1.12 1.05 -1.62  C5 1.325, H13 1.085, H14 1.086
7 C -2.53 0.27 0.25  C5 1.504, H15 1.094, H16 1.097, H17 1.092
8 H 2.05 1.82 1.45  C1 1.091
9 H 1.75 1.71 -0.19  C1 1.081
10 H 0.52 0.06 2.15  C2 1.086
11 H 0.80 -2.48 0.10  C4 1.088
12 H -0.53 -2.36 -0.95  C4 1.093
13 H -0.27 0.95 -2.29  C6 1.085
14 H -1.90 1.69 -2.01  C6 1.086
15 H -3.08 -0.67 0.25  C7 1.094
16 H -3.13 1.09 -0.17  C7 1.097
17 H -2.38 0.40 1.33  C7 1.092
18 O 3.17 -1.24 -0.08  H19 0.957, H20 0.958
19 H 2.33 -0.77 -0.04  O18 0.957
20 H 3.58 -1.03 0.76  O18 0.958

SMILES	C=CC(=C)C(=C)C.O
Kohn-Sham gap	10.39	eV
E_HOMO	-9.5	eV
energy above the lowest of the compared OMol25 structures with the same formula, charge and spin	53.0	kcal/mol